Formula: C3HBr2ClO
Source: the OMol25 dataset
Level of theory: ωB97M-V/def2-TZVPD

Cartesian coordinates (Å):
1 C 1.0702 0.5550 -0.4331
2 C 0.2192 1.2826 -0.9053
3 C -0.0820 -0.7572 1.9254
4 O 0.8305 -0.0848 2.0927
5 Cl -1.0224 -1.4604 0.7235
6 Br -1.6640 -1.7458 -1.6589
7 Br -0.7883 2.4825 -1.7999
8 H 1.4368 -0.2719 0.0556

The calculated total energy comes out at -157776.7506 eV. Its largest force on an atom is 3.1 eV/Å. As for the lowest unoccupied orbital energy (spin up / spin down): -0.0774 / -0.0777 Ha. The gap between HOMO and LUMO (spin up / spin down) is 0.2751 / 0.2746 hartree.